# C5H7N3O

A 2-piece molecular cluster, C5H7N3O overall in a non-equilibrium geometry (ωB97M-V/def2-TZVPD, OMol25).

As for the multiplicity: 1. Its energy relative to the best compared isomer or geometry (same formula, charge and spin) is 3.1823 eV. The HOMO-LUMO gap comes out at 0.29229 Eh. Its HOMO energy is -7.1 eV.

Atoms and positions in Å:
C: -0.012006 0.999140 -0.106563
C: 2.086566 1.569970 0.137034
N: -1.401472 1.126132 -0.379001
C: -0.275364 -3.078276 -1.269776
H: 1.683091 -3.671210 -0.777819
N: -0.017196 -1.097775 1.007602
H: -1.973673 0.823300 0.389257
N: 0.817767 -3.289042 -0.966911
H: -0.805344 -1.363488 0.472734
H: -1.555130 2.170771 -0.453052
H: 3.079353 1.923679 0.209863
H: 0.681956 2.914905 -0.904642
H: 0.476140 -1.912259 1.052580
O: 2.002465 0.378205 0.634348
C: 0.665166 0.039371 0.577719
C: 0.913546 2.035542 -0.338142

Cartesian forces (eV/Å) of the 6 atoms listed first:
C -0.06 0.45 1.00
C 0.86 2.63 -1.24
N 0.28 1.77 -0.40
C -1.08 0.26 -0.34
H 1.71 -0.56 0.35
N 0.34 1.37 1.68